No. 1
117
Properties=species:S:1:pos:R:3:forces:R:3 method="wB97M-V/def2-TZVPD" total_charge=+1 multiplicity=1 lumo_energy_ev=-8.013 orbital_gap_ha=0.0884
Hg -0.135996 -3.929449 3.258233 -0.46 2.25 -1.22
C 0.235544 -1.232479 0.975793 0.69 -1.02 -0.17
O -0.451016 -2.232799 1.680803 -0.80 -1.29 1.03
H -0.445236 -0.382099 1.014723 0.20 0.51 0.48
H 1.233644 -1.053559 1.375653 -0.12 0.58 0.26
H 0.379074 -1.449969 -0.082597 -0.05 -0.52 -0.11
C -1.287256 -6.404019 -3.676207 -1.65 -0.02 1.78
C -0.560696 -5.456589 -4.603917 -0.32 -1.27 1.45
N 0.654654 -5.034039 -3.873387 0.17 0.73 -1.49
C 0.399844 -4.067659 -2.746357 -0.18 -0.88 -1.49
C 1.698134 -3.920389 -2.027797 0.70 -0.34 0.83
C 1.656444 -4.510069 -4.875147 -1.28 -0.03 0.36
C 1.354784 -3.097129 -5.353557 0.81 0.12 -0.17
H -1.567326 -5.934089 -2.733427 -0.05 0.49 0.13
H -0.757856 -7.267319 -3.273037 0.58 -0.05 -0.83
H -2.266096 -6.753039 -4.005097 0.10 -0.07 -0.62
H -0.433706 -6.129389 -5.452037 1.17 0.62 -0.41
H -1.222746 -4.655999 -4.933827 -0.04 0.33 0.05
H 0.097544 -3.070569 -3.066557 -0.21 0.26 -0.52
H -0.462886 -4.409849 -2.174777 0.42 -0.37 0.29
H 2.213744 -4.876109 -1.933747 -0.10 -0.16 -0.15
H 2.357624 -3.273379 -2.606197 0.08 0.16 0.29
H 1.600014 -3.572159 -0.999597 -0.08 0.47 -0.03
H 1.618454 -5.133359 -5.768547 -0.01 -0.44 0.32
H 2.668054 -4.579639 -4.475267 -0.04 0.09 0.07
H 0.369804 -2.910239 -5.781307 -0.23 -0.32 0.37
H 2.033964 -2.911339 -6.185597 0.23 0.37 0.12
H 1.562414 -2.401969 -4.540077 -0.05 0.32 -0.29
C -0.569936 2.618711 -1.872827 0.02 -0.76 0.60
C 0.502774 2.446431 -2.919907 0.30 -0.03 -1.10
N 0.519904 1.178551 -3.690857 -0.59 0.53 0.03
C -0.661186 0.957721 -4.540547 0.38 -0.07 -0.22
C -0.831986 1.941851 -5.672867 -0.52 0.91 0.38
C 0.845234 0.040251 -2.867077 0.40 0.32 -0.40
C 2.288164 0.060141 -2.486917 1.58 -0.19 -0.29
H -0.647116 3.658221 -1.554137 -0.23 -0.08 -0.09
H -0.185716 2.043071 -1.030737 -0.34 0.08 0.54
H -1.531866 2.166531 -2.114297 -0.17 0.40 -0.23
H 0.511594 3.262931 -3.641937 -0.10 0.00 -0.01
H 1.425224 2.540751 -2.346927 0.34 -0.10 -0.48
H -0.609736 -0.018549 -5.022577 0.32 -0.32 0.45
H -1.585486 0.980921 -3.963277 -0.33 -0.14 0.24
H -1.732856 1.701621 -6.237507 0.10 -0.27 -0.15
H -1.081486 2.901761 -5.220727 0.28 0.38 -0.25
H 0.009914 2.052681 -6.356257 0.06 -0.15 0.22
H 0.669444 -0.857419 -3.459857 -0.23 -0.04 0.17
H 0.307144 -0.013719 -1.920687 -0.80 -0.15 0.17
H 2.620044 0.863461 -1.829157 -0.50 -0.17 0.50
H 2.946144 0.237301 -3.337667 -0.24 -0.22 -0.44
H 2.566824 -0.921909 -2.104807 0.16 0.09 0.44
C 1.872324 4.736821 4.835163 0.64 -1.02 -1.43
C 1.839024 3.782211 3.571433 -0.48 1.01 1.38
N 0.631814 4.030591 2.763783 1.58 0.52 0.33
C -0.327716 2.965651 2.949643 -0.88 1.36 -1.30
C -0.881426 2.811751 4.345773 0.98 -0.69 0.93
C 0.893654 4.386721 1.325763 -0.45 0.08 2.10
C 1.655014 5.696381 1.154633 0.25 -0.10 -0.33
H 0.933104 4.670881 5.384353 0.14 0.19 -0.12
H 2.102184 5.745981 4.493293 -0.26 0.07 0.26
H 2.691674 4.370991 5.453983 0.01 0.23 0.31
H 2.787664 3.839301 3.037633 -0.10 0.48 -0.40
H 1.863804 2.775851 3.989443 -0.37 -0.43 -0.17
H 0.071634 2.066611 2.480243 -0.14 -0.83 0.16
H -1.134356 3.353251 2.327393 -0.51 -0.63 -0.25
H -0.164516 2.326991 5.008453 0.48 0.21 0.09
H -1.691486 2.091871 4.462763 -0.44 0.40 -0.57
H -1.100906 3.775491 4.805253 -0.34 -0.06 -0.24
H 1.437624 3.549301 0.888813 -0.03 -0.10 -0.67
H -0.107866 4.518331 0.916213 0.11 -0.30 -0.42
H 2.700684 5.635601 1.456243 -0.02 -0.10 0.24
H 1.691544 5.940381 0.092913 -0.06 -0.03 -0.12
H 1.198694 6.553951 1.649043 -0.15 -0.25 0.19
C 4.565474 1.391171 2.860383 -0.56 0.58 0.55
C 3.610624 1.128771 1.643663 0.76 0.01 0.35
C 4.495944 0.547981 0.543403 0.29 0.91 -0.12
S 6.189034 1.173511 0.766283 0.66 -0.04 -1.25
O 6.518764 2.153761 -0.266517 -0.60 -0.42 1.34
O 6.990684 -0.038439 0.768153 -0.05 0.74 0.91
C 5.910944 2.005511 2.427643 -0.38 -1.14 -1.06
H 4.708044 0.528681 3.511453 0.12 -0.19 -0.31
H 4.109244 2.154681 3.490473 -0.20 -0.18 0.17
H 3.095894 2.073821 1.470343 0.32 0.09 -0.75
H 2.791154 0.428011 1.803343 0.16 -0.10 0.64
H 4.284054 0.831751 -0.487467 -0.28 -0.14 0.13
H 4.623414 -0.530449 0.637443 -0.17 0.09 -0.04
H 5.853724 3.075901 2.229913 -0.04 -0.11 -0.13
H 6.704604 1.798761 3.145593 0.08 -0.11 -0.34
C -3.107096 -0.589799 -1.554937 0.46 -0.90 -0.79
C -3.417146 0.099701 -0.250677 -0.82 0.34 0.40
C -4.704236 -0.589979 0.266493 -0.15 -0.23 0.36
S -4.689566 -2.393559 -0.282907 1.59 0.91 2.07
O -5.839926 -2.708809 -1.061727 -0.32 0.10 -0.63
O -4.387016 -3.269209 0.865153 -0.03 1.21 -1.16
C -3.185786 -2.106669 -1.288757 -0.48 -0.26 0.51
H -2.079866 -0.382029 -1.854497 -0.06 0.15 -0.27
H -3.780046 -0.259789 -2.346347 -0.03 -0.09 -0.01
H -3.601696 1.163281 -0.401807 -0.36 0.01 -0.26
H -2.548096 0.166041 0.403883 -0.08 -0.84 0.40
H -5.570666 -0.087679 -0.163727 -0.03 -0.32 -0.34
H -4.898106 -0.577699 1.339043 0.34 -0.13 0.03
H -3.264766 -2.862119 -2.070527 0.21 0.50 -0.45
H -2.326406 -2.333349 -0.657737 -0.13 -0.39 0.20
C -4.922946 -0.614049 4.678413 -0.41 1.54 -0.91
C -3.998426 0.334461 3.908213 0.55 -0.20 0.11
C -2.823786 -0.538129 3.415893 0.18 -0.06 1.06
S -2.274936 -1.384969 4.977003 -3.62 4.00 0.08
O -1.532726 -0.426709 5.784473 0.14 -1.44 -0.75
O -1.840486 -2.730539 4.698933 1.33 -1.89 -0.20
C -4.080146 -1.364899 5.622093 1.36 -2.51 1.27
H -5.469426 -1.211929 3.949033 0.13 -0.42 0.21
H -5.657816 0.017201 5.177993 -0.06 -0.25 0.24
H -3.621486 1.086511 4.601353 0.04 0.15 -0.11
H -4.569006 0.840721 3.129593 0.38 -0.05 -0.21
H -1.924366 -0.015869 3.089713 -0.21 0.03 -0.39
H -3.195766 -1.327239 2.762423 0.36 -0.03 -0.28
H -4.052176 -1.061529 6.668653 0.23 0.69 -0.23
H -4.367766 -2.412299 5.713333 0.07 -0.17 -0.30

=====

No. 2
117
Properties=species:S:1:pos:R:3:forces:R:3 method="wB97M-V/def2-TZVPD" total_charge=+2 multiplicity=2 lumo_energy_ev="-7.315 / -9.092" orbital_gap_ha="0.1734 / 0.1081"
Hg -0.279428 2.250653 9.823164 1.50 -2.29 -0.78
C 1.753521 -0.844270 9.737290 -0.11 1.24 0.84
O 1.049633 0.243431 9.210520 -0.25 0.36 -0.61
H 2.512207 -0.491388 10.435844 0.52 0.19 0.54
H 1.185612 -1.574990 10.313160 -0.62 -0.17 0.02
H 2.349957 -1.421836 9.031047 -0.22 0.08 -0.81
C 6.641367 -1.725254 14.815378 -0.77 0.11 -0.18
C 7.421341 -1.277229 13.563489 0.25 -0.75 3.27
N 6.765183 -0.196872 12.867036 0.89 -2.73 -2.43
C 5.404018 -0.568753 12.409332 0.11 0.43 -0.31
C 5.459281 -1.839454 11.499268 0.37 -0.17 0.05
C 7.699781 0.312081 11.825332 0.12 1.27 0.04
C 8.684456 1.318925 12.405133 -0.36 0.94 0.94
H 5.744053 -2.260142 14.504230 -0.03 -0.14 0.12
H 6.300171 -0.874915 15.405810 0.17 0.11 0.01
H 7.182535 -2.385258 15.493341 0.30 0.09 -0.36
H 8.440020 -1.072296 13.892722 -0.01 0.79 -0.38
H 7.559512 -2.174457 12.960156 -0.34 0.22 -0.78
H 4.718558 -0.752602 13.236635 0.29 0.21 0.14
H 5.057027 0.274084 11.811558 -0.14 -0.06 0.08
H 4.585801 -1.806967 10.848071 0.18 0.08 -0.13
H 6.391190 -1.896433 10.936769 -0.22 0.48 -0.47
H 5.458575 -2.809432 11.996492 -0.32 0.28 0.65
H 7.165574 0.780120 10.998482 -0.30 -0.19 0.16
H 8.276911 -0.533079 11.450209 -0.23 -0.27 0.00
H 9.254453 0.923388 13.245813 0.27 -0.16 -0.34
H 8.135948 2.157138 12.834843 -0.24 0.04 0.03
H 9.324221 1.812999 11.673903 0.09 -0.65 -0.19
C 8.499866 -3.109510 7.811270 -0.11 -1.03 -0.18
C 7.305349 -2.647849 6.907086 0.61 -0.47 0.43
N 7.332721 -1.246410 6.546070 -0.37 0.69 0.69
C 6.812455 -0.339463 7.580555 -0.62 0.53 0.19
C 5.354995 -0.551357 7.951201 -0.21 -1.37 -0.05
C 8.631181 -0.885514 5.993614 0.18 0.13 -0.88
C 8.569506 0.423805 5.276734 -0.22 1.20 -0.06
H 8.487069 -2.755964 8.842253 -0.28 0.24 0.01
H 9.523686 -2.976106 7.461848 -0.22 0.92 -0.51
H 8.567889 -4.195921 7.867675 -0.79 -0.28 0.21
H 7.239877 -3.236478 5.992032 0.65 0.00 -0.20
H 6.334775 -2.899404 7.334635 0.15 0.14 0.56
H 7.354558 -0.276225 8.524073 0.84 -0.39 0.26
H 6.725991 0.701548 7.269228 0.94 -0.02 -0.66
H 5.164847 -1.556313 8.328056 -0.10 -0.36 -0.39
H 5.008874 0.026738 8.808004 0.15 0.77 -0.28
H 4.773709 -0.378929 7.045400 -0.33 -0.08 0.38
H 8.902919 -1.621402 5.236820 -0.11 -0.42 0.19
H 9.463856 -0.857266 6.696434 -0.05 -0.10 0.49
H 9.496768 0.766532 4.817559 0.19 -0.44 0.07
H 8.326597 1.199463 6.002994 -0.18 0.26 -0.18
H 7.813634 0.410275 4.491514 -0.11 0.02 0.08
C -0.049967 -4.666468 8.757300 0.75 -0.12 -0.50
C -0.051700 -4.239426 7.256101 -0.70 0.10 1.57
N 0.697179 -5.113527 6.391988 0.40 0.24 -0.74
C 0.510411 -4.689096 4.955361 -0.09 -0.03 1.18
C 0.965859 -5.677302 3.918777 0.41 0.21 0.07
C 2.140317 -5.124693 6.777386 -0.34 -0.19 -0.14
C 2.809276 -3.728657 6.896019 0.42 -0.20 -0.09
H -0.418678 -5.684379 8.883787 -0.31 0.10 -0.07
H -0.567880 -3.969592 9.416265 -0.36 -0.08 -0.30
H 0.955157 -4.690931 9.178280 0.26 0.05 -0.20
H -1.100575 -4.163401 6.969411 -0.06 -0.53 -0.42
H 0.268224 -3.199071 7.197608 0.45 0.49 0.01
H 1.004388 -3.729903 4.800348 0.25 0.29 -0.13
H -0.541416 -4.482454 4.757720 -0.21 -0.12 0.48
H 2.042138 -5.831989 3.994898 -0.03 -0.31 -0.07
H 0.795908 -5.199053 2.954160 -0.09 -0.30 -0.17
H 0.420455 -6.617750 3.997472 0.14 0.03 -0.10
H 2.292135 -5.721035 7.677064 -0.40 0.31 0.38
H 2.631512 -5.791474 6.068699 0.17 0.54 -0.43
H 2.320763 -3.007541 6.240690 0.19 0.00 -0.14
H 2.863984 -3.255842 7.876609 -0.74 -0.35 0.38
H 3.874487 -3.759902 6.666997 0.01 -0.23 -0.59
C 2.640305 0.767952 5.982823 0.29 -0.33 -0.68
C 1.396626 0.801718 5.047314 0.45 0.60 0.28
C 0.390114 1.593705 5.871870 -0.42 -0.31 0.91
S 1.308476 2.969989 6.589309 -0.27 -1.05 -2.89
O 0.900458 3.060993 7.996166 0.06 0.95 0.84
O 1.101799 4.051806 5.626018 0.62 -0.52 1.95
C 3.014628 2.188851 6.371581 -1.20 0.99 0.60
H 3.475635 0.292013 5.469189 0.06 0.09 -0.09
H 2.444597 0.165405 6.869798 -0.24 0.11 0.10
H 1.096105 -0.213601 4.788604 -0.26 0.15 0.18
H 1.619658 1.327064 4.118679 0.14 -0.02 -0.04
H 0.043060 0.951420 6.681276 0.13 0.02 0.33
H -0.493739 2.096118 5.478840 0.21 -0.23 -0.72
H 3.550097 2.340492 7.308796 -0.03 -0.29 -0.03
H 3.478338 2.791040 5.590279 -0.08 -0.15 -0.10
C -3.465168 -2.333783 7.737801 0.55 1.10 1.11
C -3.381612 -2.917876 9.200859 -0.80 0.17 -0.43
C -2.409980 -2.082538 9.998185 0.68 1.53 -0.81
S -2.955604 -0.329350 9.631180 -2.25 -2.10 -1.06
O -1.862688 0.646224 9.636964 -0.58 -0.03 0.08
O -4.202948 -0.095915 10.343030 1.42 0.40 -0.33
C -3.377966 -0.741515 7.846824 0.76 -1.01 0.25
H -4.304717 -2.633331 7.110467 -0.20 -0.05 0.55
H -2.577674 -2.693950 7.217467 0.07 0.21 -0.02
H -3.056008 -3.957961 9.183036 0.04 0.03 -0.03
H -4.328983 -2.881238 9.738664 -0.24 -0.09 -0.30
H -1.435899 -2.080154 9.509028 0.32 -0.15 0.24
H -2.327775 -2.285532 11.065955 -0.17 0.22 -0.10
H -2.526371 -0.403932 7.256134 -0.03 0.18 0.09
H -4.270513 -0.220393 7.500564 -0.03 0.00 0.51
C 1.447902 2.207544 15.122267 0.27 -0.93 -0.23
C 2.137532 0.861294 14.777606 0.61 -0.44 -0.37
C 1.837621 0.523526 13.295125 -0.80 -0.07 0.79
S 0.009406 0.680189 13.235786 1.77 2.80 1.38
O -0.685588 -0.366009 13.933812 0.20 0.01 -1.00
O -0.321854 1.121184 11.869445 -0.49 -0.48 0.98
C 0.077307 2.186547 14.433806 -0.69 -0.34 -0.70
H 1.986090 3.071825 14.733062 0.27 -0.23 -0.13
H 1.470434 2.320600 16.206158 -0.58 0.01 -0.06
H 1.839013 0.063663 15.457883 -0.64 -0.03 -0.17
H 3.214163 0.852077 14.947568 0.18 0.54 -0.19
H 2.129930 -0.440756 12.879413 0.00 -0.06 0.31
H 2.228029 1.325911 12.669132 -0.17 -0.01 -0.22
H -0.826018 2.074004 15.033337 0.27 -0.16 0.28
H -0.033409 3.114969 13.873566 -0.22 -0.28 -0.34